Molecular formula: C4H8N2O
Method: DFT, ωB97M-V/def2-TZVPD

Results
<S²>: 2.022
Charge: 0
E_HOMO (spin up / spin down) in eV: -6.4 / -9.1
Frontier orbital gap (spin up / spin down) in eV: 7.342 / 7.927
Spin multiplicity: 3

CARTESIAN COORDINATES (ANGSTROEM)
O1 -0.54 -1.85 0.49
N1 -0.07 0.64 -0.68
N2 -1.22 0.12 -0.50
C1 -1.54 -0.83 0.27
C2 0.63 -1.49 0.86
C3 -0.03 1.48 -1.82
C4 0.88 -0.25 1.67
H1 -2.61 -1.06 0.30
H2 0.57 1.04 -2.67
H3 -1.00 1.69 -2.31
H4 0.02 -0.26 2.26
H5 1.58 -1.88 0.33
H6 0.54 2.44 -1.60
H7 1.80 -0.46 2.31
H8 0.98 0.67 1.09